Record 1
Formula: C31H34AsKN5O2S
Source: OMol25
Level of theory: wB97M-V/def2-TZVPD

Geometry as XYZ:
```
75
Properties=species:S:1:pos:R:3:forces:R:3:mulliken_charge:R:1
K -0.23963 -0.32765 -0.38983 -0.15 1.22 1.01 0.961
N 3.29051 3.17164 -1.45002 0.01 -0.05 0.02 0.028
C 2.64269 2.07465 -1.00364 0.05 -0.08 -0.01 -0.590
N 1.53936 2.06337 -0.34516 0.00 -0.06 -0.02 -0.113
C 0.94871 3.28748 -0.01999 -0.05 0.16 -0.03 0.169
N -0.09729 3.37398 0.71408 0.03 -0.24 -0.07 -0.695
N -0.65059 2.15472 1.08610 0.18 0.15 0.14 -0.100
C -0.78895 2.01945 2.34094 -0.13 0.02 -0.07 -0.607
C -1.44018 0.82464 2.91211 -0.03 0.00 0.12 0.642
C -2.01037 0.90661 4.17745 0.04 -0.05 -0.04 -0.645
C -2.68589 -0.19661 4.67678 0.02 0.00 -0.02 -0.591
C -2.76070 -1.33757 3.89754 0.00 0.01 0.00 -0.434
C -2.13739 -1.33531 2.65581 0.01 -0.07 0.00 -0.030
N -1.48151 -0.28667 2.17155 -0.08 0.03 -0.09 0.122
C 1.55492 4.52773 -0.53880 -0.01 0.06 0.00 0.805
C 0.98155 5.78548 -0.33891 0.02 -0.05 0.00 -0.358
C 1.59436 6.91738 -0.83325 0.02 0.01 -0.01 -0.807
C 2.79567 6.81327 -1.53524 0.01 0.01 0.00 -0.390
C 3.37828 5.58101 -1.74696 -0.03 -0.01 0.02 -0.848
C 2.74974 4.44352 -1.24769 0.01 0.00 0.00 0.225
H 4.18628 3.07058 -1.89798 -0.02 0.03 0.00 0.263
H 3.11426 1.12640 -1.24567 -0.02 0.00 -0.01 0.501
H -0.47272 2.80613 3.02643 -0.04 0.02 0.00 0.338
H -1.93340 1.82308 4.74702 -0.01 0.00 0.01 0.371
H -3.14805 -0.16144 5.65437 0.00 0.00 0.00 0.430
H -3.28393 -2.22081 4.23559 0.01 0.01 0.00 0.345
H -2.16027 -2.21520 2.02039 -0.01 0.00 0.01 0.322
H 0.05545 5.84315 0.21543 -0.01 0.01 0.00 0.495
H 1.14795 7.88893 -0.67393 -0.01 0.00 0.00 0.412
H 3.27691 7.70325 -1.91750 0.00 0.00 0.00 0.407
H 4.31041 5.49317 -2.29125 0.01 0.00 0.00 0.389
O -0.92964 -2.58605 -0.36067 -0.27 -1.04 0.02 -0.681
S 0.08469 -3.68396 -0.22135 0.11 0.12 0.01 0.394
C -0.81827 -5.25078 0.06909 0.00 -0.08 -0.07 -0.938
C -2.09960 -4.97517 0.79278 0.04 -0.03 0.07 0.165
C -2.15665 -5.06882 2.17959 -0.01 -0.02 -0.01 -0.254
C -3.33933 -4.79880 2.85252 -0.02 -0.02 -0.01 -0.805
C -4.46935 -4.42018 2.14207 0.00 -0.01 0.04 -0.379
C -4.41456 -4.31902 0.75877 -0.02 0.01 -0.04 -0.714
C -3.23516 -4.59584 0.08591 -0.01 0.03 0.01 0.071
C 0.72380 -3.95759 -1.90665 0.07 -0.08 -0.01 -0.853
C -0.30416 -4.36541 -2.91440 -0.02 0.02 0.01 0.185
C -0.30119 -5.65246 -3.44521 -0.03 0.00 0.02 -0.188
C -1.27307 -6.04434 -4.35497 0.03 -0.02 0.01 -0.654
C -2.26019 -5.15118 -4.74146 -0.03 0.01 -0.02 -0.576
C -2.26598 -3.86318 -4.22292 -0.01 0.02 0.03 -0.838
C -1.29338 -3.46842 -3.31662 0.01 -0.06 -0.01 -0.180
H -0.14580 -5.85616 0.67741 0.04 -0.02 -0.05 0.560
H -0.98485 -5.74324 -0.88788 -0.07 0.03 0.00 0.350
H -1.27588 -5.36790 2.73572 0.01 -0.01 0.00 0.343
H -3.37997 -4.89643 3.92980 0.00 0.00 0.00 0.465
H -5.39478 -4.21536 2.66410 -0.01 0.00 0.00 0.415
H -5.29603 -4.02951 0.20184 0.00 0.00 0.00 0.430
H -3.19012 -4.51366 -0.99312 0.01 0.00 -0.02 0.358
H 1.52642 -4.69227 -1.81226 -0.01 -0.01 -0.01 0.596
H 1.16724 -2.98831 -2.15093 -0.01 0.02 0.04 0.008
H 0.47024 -6.35305 -3.14651 0.00 -0.01 0.00 0.408
H -1.25725 -7.04683 -4.76130 0.00 0.00 0.00 0.411
H -3.02128 -5.45598 -5.44733 0.00 0.00 0.00 0.427
H -3.03501 -3.16297 -4.52502 -0.01 -0.01 -0.01 0.441
H -1.29488 -2.46870 -2.90501 0.01 0.02 0.02 0.842
C -0.46245 2.02466 -3.58598 0.01 0.01 -0.03 -0.916
As 0.56731 0.43044 -3.90011 0.02 0.05 -0.03 0.895
C 2.19271 0.98717 -4.76669 0.01 -0.03 0.02 -1.078
C -0.39199 -0.60757 -5.20124 0.01 0.02 -0.04 -1.193
O 0.84468 -0.38616 -2.48896 0.36 -0.13 -0.94 -0.573
H -0.59916 2.57299 -4.51731 -0.01 0.01 0.01 0.426
H 0.05850 2.64936 -2.86131 0.01 0.00 -0.01 0.115
H -1.43651 1.74903 -3.18361 0.01 -0.01 0.00 0.352
H 1.97672 1.76505 -5.49741 0.01 -0.01 -0.02 0.396
H 2.64155 0.12973 -5.26517 0.01 0.01 0.01 0.375
H 2.88221 1.36904 -4.01625 -0.03 0.01 0.00 0.226
H -0.34804 -0.10604 -6.16759 -0.02 -0.01 0.00 0.470
H -1.43052 -0.71763 -4.89543 0.01 0.01 0.02 0.330
H 0.06309 -1.59389 -5.27317 0.01 0.01 0.00 0.346
```
Positions in Å, forces in eV/Å.

Energy above the lowest of the compared OMol25 structures with the same formula, charge and spin   2.6 kcal/mol
Spin multiplicity   1
Net charge   +1

---

Record 2
Formula: C31H34BF5O2
Source: OMol25
Level of theory: wB97M-V/def2-TZVPD

Geometry as XYZ:
```
73
Properties=species:S:1:pos:R:3:forces:R:3:mulliken_charge:R:1
C 5.85123 2.24386 5.08912 0.27 0.49 0.15 -1.783
C 5.18490 0.90492 4.90426 0.36 -0.55 -0.37 1.310
C 6.20999 -0.10782 4.37831 0.19 0.11 -0.21 -1.902
C 4.34661 0.38111 6.12245 -0.23 0.39 -0.26 1.543
C 5.05754 -0.53654 7.06876 0.42 -0.61 0.21 -1.774
C 3.67103 1.51344 6.89736 -0.25 0.03 0.31 -1.649
O 3.27949 -0.40212 5.45182 0.22 -0.24 -0.40 -0.533
B 3.24248 0.09719 4.20585 -2.18 3.23 -0.23 1.059
C -2.09838 1.53634 2.49720 -0.60 -0.07 0.00 1.396
C -2.79235 1.40278 3.71243 0.01 0.14 0.14 -0.320
C -3.96686 0.67787 3.80993 0.43 0.03 -0.28 -0.791
C -4.50231 0.12098 2.65835 -0.38 -0.32 -0.33 -0.028
C -5.63677 -0.86751 2.82598 -0.27 -0.23 0.24 0.943
F -6.43237 -0.97859 1.72175 0.68 -0.04 0.98 -0.277
F -5.12868 -2.13041 3.10407 -0.71 1.22 -0.40 -0.249
F -6.44794 -0.54934 3.89141 0.65 -0.38 -1.09 -0.279
C -3.91919 0.35588 1.40645 0.31 -0.27 0.33 -1.268
C -2.67293 0.99575 1.33121 -0.22 0.18 0.14 -0.279
C -0.87644 2.37762 2.50349 -0.80 1.31 0.41 -0.429
C -0.18146 2.80778 1.24204 -0.06 -0.05 0.00 -0.544
C -1.05028 3.79005 1.94707 -0.33 0.57 -0.29 -0.591
O 4.17187 1.02725 3.84796 -0.01 -0.89 0.30 -0.528
H 6.48530 2.22166 5.99123 -0.23 0.07 -0.26 0.363
H 6.50920 2.46017 4.23336 -0.27 -0.11 0.24 0.440
H 5.12578 3.06515 5.17190 0.19 -0.31 0.07 0.347
H 7.09500 -0.15445 5.02904 -0.27 -0.11 -0.15 0.371
H 5.79151 -1.10890 4.22984 -0.01 0.10 0.28 0.316
H 6.53134 0.22222 3.37829 -0.05 0.04 0.38 0.478
H 5.82978 0.02083 7.61692 -0.15 -0.20 -0.08 0.338
H 4.34577 -0.96947 7.78574 0.16 0.30 -0.15 0.460
H 5.52251 -1.38322 6.54556 -0.06 0.31 0.12 0.368
H 4.43405 2.13301 7.40376 -0.36 -0.25 -0.27 0.396
H 3.04241 2.16018 6.26049 0.35 -0.28 0.16 0.240
H 3.02704 1.07146 7.68030 0.24 0.21 -0.39 0.438
H -2.41835 1.87460 4.62549 0.13 -0.15 -0.39 0.350
H -4.45777 0.54133 4.76397 0.05 -0.02 0.00 0.509
H -4.43836 0.01273 0.51220 0.32 -0.10 0.17 0.422
H -2.15769 1.08775 0.35955 -0.44 0.00 0.62 0.270
H -0.39670 2.45208 3.48503 -0.23 -0.33 -0.75 0.483
H 0.87342 3.02387 1.30693 -0.29 -0.11 -0.06 0.156
H -0.51096 2.35487 0.29834 0.24 0.28 0.49 0.208
H -2.01256 4.06488 1.50943 0.30 -0.07 0.19 0.281
H -0.50851 4.59164 2.47148 -0.49 -0.39 -0.23 0.262
C 2.97668 -1.78879 -1.58646 0.20 0.03 -0.71 -1.430
C 2.66997 -0.99106 -0.36982 -0.48 0.43 0.14 0.735
C 2.60479 -1.62877 0.86083 0.32 0.08 0.82 -0.043
F 2.92216 -2.95886 0.92983 -0.15 0.56 -0.13 -0.416
C 2.30249 -0.98157 2.04946 -0.63 0.09 -0.98 -0.802
C 1.91687 0.39331 2.04208 0.72 -0.75 -1.77 0.604
C 1.18553 0.95275 3.17854 5.27 -0.88 2.57 -0.777
C 0.40890 0.08049 4.02286 -1.70 -1.00 0.84 0.894
C 0.22255 0.31713 5.41716 0.20 0.56 -0.87 -0.732
C -0.71047 -0.40381 6.11995 -0.73 -0.76 0.19 0.286
F -0.93849 -0.08899 7.44881 0.37 -0.20 -0.95 -0.446
C -1.45855 -1.45046 5.55534 0.59 0.59 -0.34 0.611
C -2.43613 -2.24323 6.33283 -0.64 -0.58 0.24 -1.734
C -1.25238 -1.71710 4.19229 0.24 0.16 0.47 -0.576
C -0.34010 -0.99403 3.45087 0.36 0.60 -0.22 -0.660
C 2.24376 1.08065 0.83685 -0.33 0.23 0.98 -1.046
C 2.46323 0.40078 -0.35135 0.73 -0.69 0.12 -1.047
H 2.98406 -1.14476 -2.47205 -0.13 -0.11 0.10 0.392
H 3.97304 -2.23764 -1.53203 -0.10 -0.05 0.09 0.288
H 2.25833 -2.60027 -1.74234 0.10 0.12 0.01 0.301
H 2.26126 -1.55225 2.98095 -0.15 -0.13 -0.24 0.835
H 1.45558 1.97447 3.53199 -0.39 -0.92 -0.48 1.097
H 0.80677 1.08691 5.92887 -0.27 -0.18 -0.17 0.287
H -3.39598 -2.29096 5.79212 0.19 0.11 0.32 0.289
H -2.11412 -3.28814 6.45093 0.05 0.24 -0.01 0.345
H -2.57613 -1.83036 7.33061 -0.18 -0.03 -0.08 0.358
H -1.84545 -2.49504 3.70531 0.17 0.18 0.19 0.362
H -0.22142 -1.21560 2.38065 -0.13 0.18 0.57 0.340
H 2.34813 2.17089 0.87236 -0.39 -0.60 -0.30 0.814
H 2.51149 0.97394 -1.28025 0.24 -0.23 0.23 0.351
```
Positions in Å, forces in eV/Å.

Spin multiplicity   1

---

Record 3
Formula: C31H34Cl30INO2S2
Source: OMol25
Level of theory: wB97M-V/def2-TZVPD

Geometry as XYZ:
```
101
Properties=species:S:1:pos:R:3:forces:R:3:mulliken_charge:R:1
C -0.26151 2.65062 2.22045 -0.14 0.53 -0.10 -0.295
C 0.66292 2.25782 3.47792 -0.37 -0.83 -0.66 -0.638
I 0.46198 3.92630 4.90883 0.21 -0.76 -0.37 0.017
C 0.18583 0.87852 4.20294 -1.38 1.00 -1.50 -0.549
C -0.08351 -0.19880 3.00213 2.35 -0.11 -0.29 0.479
O 0.91808 -0.68448 2.42616 -3.93 1.15 1.52 -0.584
O -1.45351 -0.45433 2.67536 3.33 -0.44 0.88 -0.179
C -1.62994 -1.68978 1.91772 -1.59 -0.81 -1.25 -0.485
C -1.86233 -1.28798 0.38570 -1.23 0.48 0.18 0.842
C -3.33083 -0.58177 0.26080 0.52 0.68 0.22 -0.809
C -3.20195 1.04092 0.27402 -0.01 -1.35 1.01 0.134
S -2.90815 1.77869 -1.40251 0.62 -0.21 0.01 -0.043
C -1.08911 1.96295 -1.73618 1.18 1.04 0.87 -0.238
S -0.44325 3.52682 -1.58943 -0.99 -2.56 -0.27 -0.081
N -0.25927 0.79400 -2.07657 -0.36 1.67 -1.70 1.056
C -0.71614 0.09893 -3.29212 -2.00 -2.25 -3.81 -0.048
C -0.36931 -1.39535 -3.52658 -1.28 0.85 -1.33 -0.300
C -0.82835 -2.23980 -4.73975 -2.19 5.21 1.97 -0.095
C -1.73411 -1.53196 -5.80734 1.47 1.83 3.59 -0.450
C -2.07547 -0.02901 -5.60902 1.41 -2.02 1.80 -0.698
C -1.60107 0.79297 -4.38511 1.12 -3.27 -0.07 -0.001
C 1.18679 1.08866 -2.08918 4.71 0.67 0.74 -0.082
C 2.02509 1.48923 -3.32246 0.59 -2.42 4.53 -0.659
C 3.58252 1.80233 -3.07875 0.18 -2.16 3.42 -0.816
C 4.26587 1.73725 -1.68180 -4.90 -2.14 -1.00 -0.976
C 3.40438 1.30825 -0.45676 -2.76 -0.27 -3.30 -0.709
C 1.91056 1.00798 -0.68753 1.98 0.69 -1.80 0.190
H -0.02222 3.71077 1.82584 -0.21 -1.75 0.73 0.453
H -1.37875 2.67085 2.50585 1.75 -0.12 -0.20 0.276
H -0.14862 1.94635 1.32552 0.03 0.78 1.35 -0.362
H 1.77042 2.18800 3.21821 -1.59 0.23 0.23 0.537
H -0.81650 1.12337 4.69074 1.52 -0.45 -0.50 0.419
H 0.95492 0.51924 4.96097 -1.12 0.25 -1.22 0.251
H -0.83496 -2.48724 2.09625 -0.67 1.49 -0.21 0.402
H -2.63267 -2.15401 2.28638 2.11 1.36 -0.43 -0.035
H -1.11279 -0.48691 0.04865 -0.75 -1.56 0.39 -0.673
H -1.89586 -2.18518 -0.33117 0.52 1.23 1.24 0.417
H -3.81950 -0.93062 -0.71080 0.47 0.60 1.42 0.402
H -3.99116 -0.84176 1.17244 0.97 0.15 -1.48 0.367
H -2.37885 1.31396 1.01685 -1.16 -0.18 -1.14 -0.528
H -4.19305 1.48932 0.66503 1.60 -0.45 -0.94 0.385
H 0.27448 -1.90800 -2.72173 -1.08 0.91 -1.40 0.319
H -0.52463 -3.33236 -4.77716 -1.32 1.81 0.86 -0.014
H -2.09334 -2.15489 -6.68779 0.47 1.24 1.24 0.368
H -2.74229 0.45160 -6.40854 1.18 -0.66 1.47 0.295
H -1.90463 1.89756 -4.27843 0.55 -1.98 -0.21 0.344
H 1.51968 1.55866 -4.34032 0.98 -0.77 1.77 0.573
H 4.26749 2.12074 -3.94619 -1.27 -1.09 1.59 0.432
H 5.37208 1.98076 -1.48557 -3.08 -0.32 -0.56 0.866
H 3.80752 1.21999 0.61765 -0.58 0.23 -2.04 0.411
H 1.28300 0.70221 0.22387 1.02 0.43 -1.59 0.093
C 4.90673 5.14864 0.52621 0.13 0.25 -0.14 0.035
Cl 4.76838 3.83124 -0.65371 0.20 2.22 1.25 0.024
Cl 6.16290 4.78488 1.71952 -0.12 0.00 -0.03 -0.155
Cl 5.24778 6.68418 -0.28749 -0.07 -0.04 0.10 -0.139
H 3.95587 5.24204 1.04802 0.19 -0.02 -0.10 0.239
C 1.95809 4.66175 -5.35148 0.05 0.54 0.14 0.036
Cl 3.05816 4.59012 -6.73768 -0.09 -0.04 0.02 -0.158
Cl 2.51313 3.57614 -4.05746 -0.78 4.26 -1.94 0.099
Cl 1.81462 6.32501 -4.75723 -0.11 0.00 -0.09 -0.146
H 0.97354 4.32974 -5.67832 0.19 0.07 0.05 0.216
C -0.44928 4.51772 9.29130 0.01 -0.01 0.01 0.170
Cl 0.99785 4.40684 10.30311 -0.12 -0.03 -0.11 -0.120
Cl -1.89696 4.69274 10.29347 0.10 -0.05 -0.11 -0.124
Cl -0.31223 5.86739 8.15536 -0.02 -0.11 0.06 -0.121
H -0.53833 3.59624 8.71861 0.02 0.19 0.09 0.179
C -1.59544 -1.73443 7.17204 -0.04 0.07 -0.03 0.115
Cl -2.89339 -1.06831 8.17305 0.09 -0.11 -0.08 -0.136
Cl -1.75955 -1.18908 5.49691 -0.11 -0.13 0.41 -0.013
Cl -0.01336 -1.27919 7.82132 -0.10 -0.08 -0.06 -0.138
H -1.67286 -2.82025 7.18875 0.05 0.21 0.04 0.198
C -1.53177 -6.73501 -4.18078 0.00 -0.04 -0.02 0.066
Cl -0.03494 -5.79924 -4.06028 -0.08 -0.20 0.09 -0.103
Cl -2.60456 -6.03546 -5.40202 0.07 -0.01 0.12 -0.122
Cl -1.17880 -8.42680 -4.55832 -0.04 0.16 0.08 -0.123
H -2.03791 -6.69716 -3.21809 0.10 0.00 -0.21 0.287
C -2.84218 -5.21061 3.49624 -0.08 0.02 0.02 0.264
Cl -2.74144 -4.23700 4.96905 -0.11 -0.29 -0.20 -0.046
Cl -3.48467 -4.24674 2.15734 -0.32 -0.77 0.05 -0.121
Cl -1.25496 -5.87174 3.07542 -0.10 0.02 0.02 -0.159
H -3.52160 -6.04187 3.68171 0.17 0.25 -0.09 0.086
C 8.54899 0.69097 -2.29079 0.22 -0.04 -0.04 -0.024
Cl 8.72467 -0.91481 -3.01238 -0.02 0.16 0.02 -0.127
Cl 6.83510 1.10759 -2.10932 1.87 -0.90 -0.56 -0.019
Cl 9.37524 0.76491 -0.72796 -0.07 0.04 -0.15 -0.130
H 9.01010 1.41812 -2.95674 -0.08 -0.16 0.14 0.291
C 1.32052 -3.74249 -7.88313 0.30 -0.11 0.02 -0.032
Cl 2.75341 -4.74493 -7.60346 -0.09 -0.01 -0.08 -0.138
Cl 0.60660 -3.22628 -6.34234 1.75 -0.76 -2.55 -0.017
Cl 1.72955 -2.33802 -8.87992 -0.08 -0.11 0.05 -0.139
H 0.58454 -4.33975 -8.41860 0.16 0.12 0.11 0.270
C -4.76994 5.35087 -0.54143 0.14 -0.05 -0.09 -0.130
Cl -3.73712 5.56827 -1.96054 -0.15 0.06 0.15 -0.077
Cl -6.03103 4.15248 -0.87181 0.05 0.10 0.06 -0.121
Cl -3.80481 4.86986 0.86279 -0.09 0.07 -0.07 -0.068
H -5.24989 6.30123 -0.31639 0.09 -0.22 -0.04 0.396
C -2.59753 -8.38896 5.43832 0.13 -0.09 0.18 0.318
Cl -4.05839 -8.38539 4.43688 0.04 -0.07 0.02 -0.154
Cl -2.90372 -7.59078 6.98721 0.03 -0.03 -0.17 -0.110
Cl -2.02325 -10.04219 5.69363 -0.05 0.19 -0.07 -0.128
H -1.82180 -7.83387 4.91391 -0.16 -0.12 0.09 0.068
```
Positions in Å, forces in eV/Å.

Spin multiplicity   1

---

| no. | frontier orbital gap (hartree) | DFT total energy (a.u.) | LUMO level (eV) |
| --- | --- | --- | --- |
| 1 | 0.3086 | -4859.6931 | -2.0 |
| 2 | 0.2231 | -1876.2770 | -0.4 |
| 3 | 0.2637 | -16306.1363 | -0.8 |